Entry 1:
11
Properties=species:S:1:pos:R:3:forces:R:3 method="wB97M-V/def2-TZVPD" energy_ha=-5435.24428 orbital_gap_ev=10.3 charge=-1 largest_force_ev_per_a=2.0
B 0.873 1.212 2.392 0.8072 -0.3251 -0.5458
Br 2.831 0.772 2.089 -1.8369 0.4668 0.3509
H 0.429 2.254 1.993 0.5024 -0.3110 0.0996
H 0.180 0.430 2.966 0.4683 0.0684 -0.0099
F -0.522 -0.734 0.465 -0.0376 0.1730 -1.7471
As -0.616 -0.667 -1.348 0.0051 -0.0991 -0.3792
F -2.430 -0.709 -1.255 2.0192 0.0563 -0.0613
F -0.577 -2.482 -1.418 -0.0483 2.0299 0.1197
F -0.711 -0.599 -3.162 0.1004 -0.0639 2.0143
F 1.198 -0.625 -1.442 -2.0328 -0.0272 0.1572
F -0.655 1.148 -1.279 0.0530 -1.9681 0.0015

=====

Entry 2:
20
Properties=species:S:1:pos:R:3:forces:R:3 method="wB97M-V/def2-TZVPD" energy_ha=-771.86549 orbital_gap_ev=8.2 charge=0 largest_force_ev_per_a=4.2
C 0.346 -0.606 -0.372 1.0743 -0.2965 1.3419
C 0.550 0.407 0.682 1.5968 -0.6588 -0.7535
C 1.532 -1.199 -0.522 -0.1229 -0.4441 -0.8032
C 1.857 0.352 0.980 -0.5007 0.0447 0.2053
C -1.321 0.741 -1.315 -1.9232 -2.0442 -1.3150
C -1.168 1.647 -0.372 -0.0628 3.7165 -1.1504
C -1.065 -0.689 -0.731 -1.8965 0.6851 -1.3124
C -0.616 1.209 0.896 -3.3667 -1.4712 2.1318
C -1.754 -0.528 0.703 1.8962 0.6049 -1.0359
O 2.495 -0.625 0.232 -0.0011 0.3043 0.6713
O 1.960 -2.224 -1.304 -1.2374 0.0089 -0.3132
O 2.614 1.054 1.854 1.1214 -0.4456 -1.3382
F -3.091 -0.477 0.603 0.4857 0.0151 0.6660
F -1.372 -1.538 1.534 -0.8374 0.7668 -0.1831
H -1.852 0.788 -2.316 1.0706 0.4909 1.3513
H -1.311 2.772 -0.535 -0.0501 -1.7685 0.1678
H -1.518 -1.503 -1.441 1.1053 1.2134 1.6510
H -0.896 1.835 1.817 0.9558 -1.1574 -1.4194
H 1.134 -2.527 -1.763 1.2603 0.1678 0.4539
H 3.475 1.110 1.370 -0.5674 0.2679 0.9838

=====

Entry 3:
46
Properties=species:S:1:pos:R:3:forces:R:3 method="wB97M-V/def2-TZVPD" relative_energy_ev=0.379 spin_multiplicity=2 energy_ha=-5440.59328 orbital_gap_ev="8.0 / 8.6" charge=+1 largest_force_ev_per_a=1.2
V -0.602 -0.676 -0.382 1.0176 0.4955 0.5184
C 2.764 -0.293 -1.945 -0.0157 -0.1394 -0.0952
P 1.813 -0.611 -0.423 0.4357 0.1647 -0.2974
C 2.655 -2.063 0.238 0.0065 -0.0249 0.1101
C 2.143 0.832 0.610 -0.0519 -0.0255 0.0681
C 3.124 0.902 1.586 0.0612 0.0051 -0.0400
C 3.263 2.066 2.332 -0.0021 -0.0028 -0.0038
C 2.431 3.149 2.098 0.0236 0.0106 0.0244
C 1.442 3.081 1.124 0.0016 0.0771 -0.0486
C 1.293 1.921 0.379 -0.0482 -0.0840 0.0510
P -0.069 1.624 -0.780 0.2286 0.3756 -0.2510
C -1.383 2.805 -0.421 -0.0271 0.0400 0.0902
C 0.424 2.117 -2.470 -0.0404 0.0422 -0.0569
H 3.824 -0.439 -1.736 -0.0062 -0.0013 0.0375
H 2.631 0.724 -2.296 -0.0460 0.0624 -0.0099
H 2.471 -0.984 -2.737 -0.0187 0.0003 0.0233
H 3.732 -1.908 0.164 0.0094 -0.0086 0.0229
H 2.384 -2.929 -0.365 -0.0122 0.0040 -0.0169
H 2.361 -2.248 1.266 -0.0235 0.0143 0.0048
H 3.771 0.057 1.782 -0.0175 -0.0023 0.0031
H 4.015 2.118 3.108 -0.0119 0.0062 -0.0120
H 2.536 4.047 2.692 -0.0073 -0.0093 -0.0173
H 0.783 3.927 0.974 -0.0053 -0.0252 0.0008
H -1.688 2.744 0.619 0.0128 -0.0337 0.0057
H -2.231 2.573 -1.066 -0.0099 -0.0210 0.0063
H -1.028 3.808 -0.661 -0.0076 0.0091 0.0033
H 1.275 2.798 -2.444 0.0043 0.0003 0.0164
H -0.415 2.635 -2.936 -0.0118 -0.0177 0.0259
H 0.664 1.257 -3.089 0.0355 -0.0389 0.0035
O -2.117 -0.192 -1.360 -0.8387 -0.6121 0.1638
N -2.719 -1.342 -0.874 0.0700 0.3439 -0.5688
C -3.927 -1.207 -0.262 0.3714 0.0335 -0.1663
C -4.581 -2.321 0.150 -0.0963 -0.1732 0.0889
C -3.990 -3.578 -0.043 -0.1952 0.0323 0.0819
C -2.759 -3.691 -0.631 0.2036 0.0142 -0.0387
C -2.078 -2.553 -1.072 -0.1803 0.2765 -0.0997
S -0.484 -2.511 -1.765 -0.2289 -0.1951 0.0177
H -4.266 -0.190 -0.147 0.0027 0.0133 -0.0064
H -5.537 -2.216 0.642 -0.0001 -0.0363 -0.0071
H -4.507 -4.467 0.291 0.0179 0.0105 0.0006
H -2.274 -4.647 -0.764 -0.0067 -0.0129 0.0163
O -2.377 -1.805 2.265 0.6730 0.5569 0.1521
Se -1.077 -0.835 2.286 -0.3833 -0.2662 0.9307
O -0.413 -0.358 3.667 -0.3389 -0.2303 -0.8475
O 0.079 -1.553 1.222 -0.5515 0.0041 0.0936
O -1.354 0.432 1.174 0.0081 -0.6319 0.0219

=====

Entry 4:
134
Properties=species:S:1:pos:R:3:forces:R:3 method="wB97M-V/def2-TZVPD" energy_ha=-6457.75671 orbital_gap_ev=5.7 charge=-2 largest_force_ev_per_a=1.2
Tl 0.276 0.085 0.099 -0.1391 -0.3819 -0.0360
C -6.859 -0.314 2.461 0.0711 -0.0113 -0.0257
C -5.604 -1.182 2.534 -0.1824 0.2530 0.0860
N -4.370 -0.444 2.330 -0.4454 0.2371 -0.2183
C -4.020 0.073 1.074 0.2452 -0.3896 -0.4514
S -4.470 -0.739 -0.363 -0.0951 0.0535 0.2991
N -3.317 1.165 1.164 -0.0744 0.3248 1.1205
N -2.430 1.572 0.263 0.0869 0.3479 -1.1201
C -2.575 2.745 -0.261 -0.1573 -0.4353 0.2984
C -3.806 3.583 -0.042 0.0546 0.0614 0.0256
C -1.501 3.280 -1.119 0.2672 0.0268 -0.1509
C -1.619 4.568 -1.657 -0.0554 -0.0034 -0.0107
C -0.617 5.072 -2.468 -0.0200 0.0392 0.0404
C 0.486 4.286 -2.747 0.0060 0.0372 0.0056
C 0.528 3.017 -2.187 -0.0826 -0.1171 0.0985
N -0.420 2.526 -1.394 -0.1064 0.0711 -0.0457
H -7.744 -0.883 2.764 0.0294 0.0194 -0.0432
H -6.765 0.552 3.124 -0.0291 -0.0334 -0.0056
H -6.999 0.043 1.440 -0.0113 0.0383 0.0151
H -5.536 -1.669 3.511 -0.1510 0.1910 -0.1875
H -5.648 -1.958 1.773 -0.0028 -0.0387 -0.0437
H -4.163 0.227 3.058 0.0385 0.0543 0.0377
H -4.496 3.032 0.589 -0.0159 -0.0421 0.0214
H -3.572 4.538 0.444 -0.0046 -0.0254 -0.0206
H -4.301 3.800 -0.994 0.0227 0.0178 0.0330
H -2.497 5.163 -1.447 0.0454 0.0137 0.0115
H -0.698 6.074 -2.873 -0.0168 0.0007 -0.0105
H 1.296 4.641 -3.372 -0.0116 -0.0422 0.0064
H 1.360 2.351 -2.387 0.0303 0.0125 0.0805
C 3.083 -1.647 3.302 0.0258 0.1499 -0.0655
C 3.835 -0.548 2.617 0.0007 0.0383 0.3173
C 5.161 -0.116 2.833 -0.0019 -0.0542 -0.0602
C 5.363 0.892 1.912 -0.1696 -0.1084 -0.0019
C 6.599 1.710 1.714 -0.1267 0.0680 0.0357
N 4.208 1.030 1.207 -0.0061 0.2395 0.0598
N 3.273 0.156 1.656 0.0010 0.2503 -0.1108
B 3.902 2.009 0.030 -0.1288 -0.2574 0.0921
N 2.744 2.965 0.399 0.2261 0.0391 -0.0513
N 1.621 2.565 1.047 0.2003 0.1050 -0.0631
C 0.977 3.661 1.399 -0.1123 0.1390 0.0575
C -0.310 3.577 2.158 0.0786 -0.0153 -0.0507
C 1.684 4.809 0.980 -0.1818 0.0104 -0.0185
C 2.801 4.321 0.342 -0.0049 -0.1977 0.0071
C 3.911 5.079 -0.313 -0.0112 -0.0553 0.0008
N 3.663 1.208 -1.298 -0.1235 0.3403 -0.0591
N 2.540 0.464 -1.522 0.3809 -0.1376 0.2290
C 2.751 -0.238 -2.627 0.0551 0.1695 -0.0803
C 1.751 -1.215 -3.154 -0.0257 0.0360 0.1148
C 4.007 0.092 -3.170 0.0030 -0.0185 -0.0566
C 4.550 1.021 -2.306 -0.0652 -0.1742 0.0726
C 5.882 1.693 -2.436 -0.1483 0.0215 0.0641
H 2.357 -1.251 4.017 0.0339 -0.0036 -0.0279
H 2.532 -2.242 2.569 0.0245 0.1079 0.2090
H 3.769 -2.304 3.840 -0.0119 -0.0309 0.0273
H 5.875 -0.493 3.552 -0.0348 0.0252 -0.0327
H 7.325 1.444 2.483 -0.0078 0.0045 0.0073
H 7.060 1.532 0.745 0.0316 -0.0021 -0.1639
H 6.395 2.780 1.788 -0.0033 -0.0211 -0.0067
H 4.876 2.689 -0.135 0.1190 -0.0692 -0.0771
H -1.062 4.247 1.734 -0.0179 -0.0299 0.0027
H -0.701 2.559 2.122 -0.0396 0.1007 0.0047
H -0.165 3.856 3.205 -0.0193 -0.0020 -0.0069
H 1.403 5.846 1.099 0.0073 -0.0558 -0.0053
H 3.652 6.138 -0.353 -0.0138 -0.0045 -0.0037
H 4.849 4.974 0.238 -0.0103 0.0068 -0.0261
H 4.091 4.728 -1.332 -0.0173 0.0193 0.0364
H 1.279 -1.757 -2.334 -0.0627 -0.0114 0.0191
H 0.964 -0.714 -3.719 -0.0504 -0.0009 -0.0109
H 2.241 -1.936 -3.809 -0.0034 0.0101 -0.0131
H 4.462 -0.293 -4.070 -0.0405 0.0084 0.0332
H 6.298 1.457 -3.416 -0.0152 0.0198 0.0158
H 5.805 2.777 -2.340 -0.0125 -0.0046 0.0070
H 6.586 1.348 -1.682 0.0897 -0.0208 0.1374
I -0.173 -5.994 -1.213 -0.0554 0.1089 0.0219
C -1.416 -4.482 -1.977 0.0808 -0.0771 0.1592
C -2.440 -4.871 -2.838 0.0146 0.2177 0.0045
C -3.228 -3.922 -3.430 -0.1491 -0.0759 -0.0881
I -4.767 -4.597 -4.706 0.0837 0.0602 0.0732
C -2.979 -2.539 -3.228 0.1340 0.0664 0.1162
C -3.686 -1.510 -3.884 -0.0001 -0.0011 -0.0181
C -3.296 -0.213 -3.732 0.0018 0.0034 -0.0263
C -2.210 0.071 -2.893 -0.0189 0.0027 0.1404
N -1.581 -0.841 -2.195 0.2145 -0.3577 -0.1989
C -1.933 -2.144 -2.345 -0.1267 0.0863 -0.1502
C -1.143 -3.140 -1.592 0.1404 -0.0410 -0.0603
O -0.276 -2.804 -0.751 -0.0845 -0.0408 -0.0982
H -2.602 -5.921 -3.040 0.0127 0.0017 0.0160
H -4.532 -1.765 -4.509 0.0178 0.0031 -0.0244
H -3.818 0.593 -4.232 0.0013 0.0044 -0.0013
H -1.866 1.092 -2.777 -0.0108 0.0247 0.0789
N 2.843 -7.129 1.167 -0.0043 0.0691 -0.0072
C 3.011 -6.005 0.981 0.0001 0.0873 0.0389
C 3.326 -4.621 0.738 0.0182 -0.0882 -0.0064
C 4.666 -4.238 0.727 0.0551 -0.0133 0.0276
C 4.981 -2.931 0.419 0.0013 -0.0511 -0.0299
C 3.944 -2.056 0.118 -0.0488 -0.1174 -0.2652
N 2.660 -2.407 0.152 0.0511 -0.1106 -0.1168
C 2.348 -3.661 0.465 0.0158 -0.0250 -0.1289
H 5.436 -4.967 0.950 0.0020 -0.0035 -0.0009
H 6.007 -2.588 0.406 -0.0098 0.0070 -0.0165
H 4.149 -1.030 -0.168 -0.0012 -0.1605 -0.0128
H 1.292 -3.905 0.474 0.0207 0.0350 -0.0587
C 1.057 -5.528 3.940 -0.0164 0.0159 -0.0298
C 0.204 -5.704 2.855 0.0093 0.0024 -0.0091
C -0.606 -4.660 2.437 0.0062 0.0977 -0.0178
C -0.595 -3.433 3.103 -0.0099 -0.0084 -0.0096
C 0.257 -3.267 4.190 -0.0325 -0.1130 0.0335
C 1.083 -4.309 4.602 -0.0399 0.0425 -0.0461
As -1.870 -2.078 2.424 -0.0460 -0.0017 0.2128
C -3.303 -2.743 3.596 0.3287 -0.2504 0.0631
C -4.159 -3.801 3.336 0.1842 -0.0833 0.0182
C -5.100 -4.180 4.285 -0.0018 0.0358 0.1184
C -5.188 -3.493 5.491 0.0198 -0.0577 -0.0691
C -4.340 -2.424 5.750 -0.0199 0.0513 0.0092
C -3.395 -2.042 4.803 0.1863 -0.0632 0.0797
C -2.436 -0.924 4.937 -0.0529 -0.0604 -0.0395
C -2.367 -0.043 6.011 0.0050 0.0463 0.0157
C -1.434 0.987 6.006 -0.0098 -0.0541 -0.0182
C -0.572 1.143 4.927 -0.0245 -0.0441 -0.0012
C -0.642 0.269 3.849 0.0207 -0.1223 0.0144
C -1.564 -0.769 3.851 -0.0677 0.0405 0.0069
H 1.713 -6.335 4.247 -0.0216 0.0190 -0.0019
H 0.193 -6.644 2.317 0.0192 0.0283 -0.0061
H -1.239 -4.785 1.563 0.0366 -0.0354 0.0219
H 0.281 -2.324 4.725 0.0013 -0.0305 -0.0257
H 1.755 -4.160 5.439 0.0008 0.0021 0.0040
H -4.102 -4.325 2.389 0.0088 -0.0080 -0.0044
H -5.771 -5.007 4.084 -0.0001 -0.0006 -0.0113
H -5.920 -3.792 6.233 -0.0116 0.0108 -0.0064
H -4.424 -1.890 6.690 0.0145 -0.0057 -0.0138
H -3.042 -0.152 6.852 -0.0030 0.0044 0.0062
H -1.384 1.672 6.843 -0.0020 0.0113 0.0104
H 0.150 1.951 4.916 -0.0068 -0.0256 -0.0033
H 0.037 0.401 3.015 0.0619 0.0281 -0.0370